(1)
Formula: C5H8N2
Source: OMol25
Level of theory: ωB97M-V/def2-TZVPD

structure (SMILES) = Cc1ccn(C)n1
LUMO level = 1.1 eV
net charge = 0
maximum force = 4.0 eV/Å
ΔE to the lowest compared entry with this formula, charge and spin = 46.6 kcal/mol
Kohn-Sham gap = 10.145 eV

Each atom is followed by the atoms it is bonded to, with distances in Å.
Geometry (Å):
1 C -0.984 -2.125 -0.704  N2 1.458, H6 1.108, H8 1.249, H12 1.109
2 N 0.007 -1.113 -0.359  C1 1.458, N4 1.344, C7 1.342
3 H -0.722 2.217 1.790  C13 1.095
4 N -0.707 -0.028 -0.016  N2 1.344, C9 1.308
5 H 0.325 3.028 0.610  C13 1.089
6 H -0.878 -3.024 -0.064  C1 1.108
7 C 1.322 -0.861 -0.271  N2 1.342, C14 1.387, H15 1.081
8 H -1.742 -1.179 -0.408  C1 1.249
9 C 0.124 0.932 0.299  N4 1.308, C13 1.493, C14 1.405
10 H -1.312 2.513 0.150  C13 1.095
11 H 2.335 1.019 0.337  C14 1.076
12 H -0.850 -2.480 -1.746  C1 1.109
13 C -0.426 2.249 0.736  H3 1.095, H5 1.089, C9 1.493, H10 1.095
14 C 1.437 0.455 0.154  C7 1.387, C9 1.405, H11 1.076
15 H 2.071 -1.603 -0.508  C7 1.081

(2)
Formula: C20H72O26
Source: OMol25
Level of theory: ωB97M-V/def2-TZVPD

LUMO level = 0.0 eV
net charge = 0
maximum force = 4.2 eV/Å
ΔE to the lowest compared entry with this formula, charge and spin = 99.4 kcal/mol
Kohn-Sham gap = 9.636 eV

Each atom is followed by the atoms it is bonded to, with distances in Å.
Geometry (Å):
1 H 0.769 -3.483 -2.528  C54 1.097
2 H -4.499 -6.655 -0.821  O81 0.977
3 H 2.868 -2.122 2.349  O69 0.957
4 H 1.109 0.948 -0.749  C58 1.111
5 H 4.585 -1.822 1.112  C14 1.098
6 H 3.941 -3.404 0.684  C14 1.077
7 O -5.938 -2.416 1.443  H62 0.955, C89 1.383
8 C 0.852 -1.558 -3.654  O12 1.395, H51 1.081, C54 1.616, H77 1.102
9 H 0.751 -3.749 -4.265  C54 1.105
10 H 0.789 -1.707 -5.529  O12 0.943
11 H -5.193 -2.862 -0.294  C89 1.036
12 O 1.340 -1.241 -4.922  C8 1.395, H10 0.943
13 H -1.264 0.906 -0.989  C83 1.103
14 C 3.719 -2.350 0.691  H5 1.098, H6 1.077, C27 1.498, O69 1.376
15 H -3.300 -0.566 2.293  O42 0.942
16 C 4.651 2.009 3.171  O17 1.423, C21 1.496, H46 1.066, H99 1.064
17 O 5.980 1.770 3.623  C16 1.423, H26 0.939
18 C -3.814 0.163 -2.684  H24 1.102, H68 1.060, C88 1.495, O103 1.438
19 O -0.362 3.060 -3.593  H22 0.946, C106 1.394
20 O 1.352 5.225 5.085  C64 1.401, H84 0.984
21 C 4.324 0.943 2.174  C16 1.496, H65 1.089, H80 1.064, O100 1.408
22 H -1.106 3.084 -3.009  O19 0.946
23 O 2.745 1.294 -3.269  C40 1.430, H90 0.989
24 H -4.021 0.548 -1.673  C18 1.102
25 H 0.078 4.364 -0.071  O36 0.937
26 H 6.499 1.810 2.841  O17 0.939
27 C 3.499 -1.817 -0.692  C14 1.498, H44 1.151, O87 1.399, H91 1.099
28 O -2.365 3.288 -1.674  H113 0.952, H116 0.964
29 H -3.327 -5.899 -2.380  C109 1.083
30 H 0.491 3.959 3.019  C74 1.034
31 H -4.190 -3.471 1.008  C89 1.114
32 H 2.904 -2.503 -4.102  O108 0.977
33 H -1.298 -5.143 -0.780  C104 1.154
34 H -2.532 2.299 1.864  O41 0.957
35 H 0.092 1.242 -2.743  C106 1.099
36 O -0.611 3.828 0.267  H25 0.937, H39 0.957
37 O -3.521 1.898 0.510  H70 0.962, H101 0.930
38 O 3.292 2.477 -0.740  H48 0.952, H49 0.981
39 H -0.205 3.117 0.762  O36 0.957
40 C 1.781 2.137 -3.906  O23 1.430, H72 1.096, C106 1.544, H112 1.069
41 O -1.991 2.454 2.637  H34 0.957, H73 0.927
42 O -3.460 -1.414 1.916  H15 0.942, C76 1.372
43 H -1.928 -0.661 4.053  O47 0.967
44 H 3.507 -0.667 -0.649  C27 1.151
45 O -5.595 -1.412 -2.236  H61 0.995, C88 1.408
46 H 4.535 2.994 2.781  C16 1.066
47 O -1.366 -0.230 3.395  H43 0.967, C102 1.380
48 H 3.171 2.212 -1.646  O38 0.952
49 H 4.208 2.783 -0.569  O38 0.981
50 O 0.331 -3.097 0.340  H96 0.929, H114 0.978
51 H -0.228 -1.590 -3.671  C8 1.081
52 H 1.774 4.848 1.329  O57 0.916
53 H 1.040 -0.307 0.399  C58 1.057
54 C 1.200 -3.125 -3.471  H1 1.097, C8 1.616, H9 1.105, O108 1.451
55 H -1.560 -2.825 -1.494  O92 0.996
56 O -0.744 -1.031 -1.124  C83 1.416, H118 0.938
57 O 2.107 4.141 1.808  H52 0.916, C74 1.427
58 C 0.503 0.552 0.094  H4 1.111, H53 1.057, C83 1.461, O117 1.397
59 H -1.513 -0.044 0.506  C83 1.090
60 H 4.315 -2.127 -2.390  O87 0.934
61 H -5.800 -2.352 -2.490  O45 0.995
62 H -5.668 -2.090 2.299  O7 0.955
63 H 3.119 5.005 4.182  C64 1.067
64 C 2.096 5.118 3.903  O20 1.401, H63 1.067, C74 1.516, H75 1.111
65 H 5.034 0.914 1.349  C21 1.089
66 H 1.774 3.007 3.597  C74 1.110
67 H -4.604 -0.468 0.581  C76 1.113
68 H -4.377 0.766 -3.349  C18 1.060
69 O 2.602 -2.039 1.433  H3 0.957, C14 1.376
70 H -3.168 2.525 -0.129  O37 0.962
71 C 0.717 0.359 4.249  H82 1.081, H98 1.056, C102 1.496, O105 1.399
72 H 1.437 1.634 -4.817  C40 1.096
73 H -1.555 1.640 2.726  O41 0.927
74 C 1.523 3.967 3.099  H30 1.034, O57 1.427, C64 1.516, H66 1.110
75 H 1.959 5.982 3.218  C64 1.111
76 C -3.980 -1.387 0.646  O42 1.372, H67 1.113, H85 1.173, C89 1.506
77 H 1.144 -0.929 -2.798  C8 1.102
78 H -3.662 -1.883 -2.318  C88 1.016
79 H 3.151 1.932 1.039  O100 0.935
80 H 4.455 -0.028 2.586  C21 1.064
81 O -4.021 -5.889 -0.447  H2 0.977, C109 1.405
82 H 0.547 1.369 3.905  C71 1.081
83 C -0.833 0.136 -0.327  H13 1.103, O56 1.416, C58 1.461, H59 1.090
84 H 1.414 4.333 5.495  O20 0.984
85 H -3.189 -1.379 -0.220  C76 1.173
86 H -2.362 -3.816 -0.278  C104 1.084
87 O 4.574 -2.210 -1.496  C27 1.399, H60 0.934
88 C -4.306 -1.246 -2.777  C18 1.495, O45 1.408, H78 1.016, H93 1.127
89 C -4.827 -2.631 0.647  O7 1.383, H11 1.036, H31 1.114, C76 1.506
90 H 3.112 0.650 -3.922  O23 0.989
91 H 2.586 -2.012 -1.272  C27 1.099
92 O -1.872 -3.565 -2.084  H55 0.996, C104 1.382
93 H -4.339 -1.579 -3.853  C88 1.127
94 H 0.114 -1.540 3.882  C102 1.067
95 H 1.279 1.403 1.487  O117 0.975
96 H -0.273 -3.007 1.041  O50 0.929
97 H 0.918 2.684 -2.071  C106 1.081
98 H 0.326 0.314 5.229  C71 1.056
99 H 4.022 2.072 4.026  C16 1.064
100 O 3.039 1.313 1.731  C21 1.408, H79 0.935
101 H -4.143 2.301 1.072  O37 0.930
102 C -0.039 -0.606 3.390  O47 1.380, C71 1.496, H94 1.067, H111 1.026
103 O -2.424 0.333 -3.009  C18 1.438, H115 0.950
104 C -2.191 -4.492 -1.109  H33 1.154, H86 1.084, O92 1.382, C109 1.504
105 O 2.098 0.147 4.176  C71 1.399, H107 0.936
106 C 0.554 2.213 -2.973  O19 1.394, H35 1.099, C40 1.544, H97 1.081
107 H 2.504 0.388 3.367  O105 0.936
108 O 2.643 -3.260 -3.543  H32 0.977, C54 1.451
109 C -3.431 -5.226 -1.537  H29 1.083, O81 1.405, C104 1.504, H110 1.088
110 H -4.187 -4.489 -1.797  C109 1.088
111 H 0.401 -0.746 2.474  C102 1.026
112 H 2.155 3.116 -4.116  C40 1.069
113 H -2.744 4.153 -1.800  O28 0.952
114 H 1.192 -2.861 0.740  O50 0.978
115 H -1.965 -0.144 -2.327  O103 0.950
116 H -1.613 3.300 -1.071  O28 0.964
117 O 0.380 1.495 1.119  C58 1.397, H95 0.975
118 H -0.467 -1.753 -0.593  O56 0.938